Density functional theory data (ωB97M-V/def2-TZVPD) for C3H2FNO as an isolated structure in a non-equilibrium geometry.

Calculated values
F_max   0.11950 hartree/bohr
Total charge   0
E_HOMO   -10.1 eV

Last column: Löwdin charge in e.
Cartesian coordinates (Å):
C1 -0.851 -0.394 -0.008  -0.476
C2 -0.241 0.740 0.052  0.007
C3 1.112 0.179 0.016  -0.104
H1 -0.723 1.812 -0.031  0.171
H2 2.083 0.809 -0.013  0.145
N1 1.067 -1.162 -0.065  0.051
O1 -0.265 -1.562 0.074  0.088
F1 -2.182 -0.422 -0.026  0.117

Density functional theory data (ωB97M-V/def2-TZVPD) for one molecule with the formula C3H2FNO2S in a non-equilibrium geometry.

Calculated values
F_max   0.07868 hartree/bohr
Total charge   0
E_HOMO   -10.9 eV

Last column: Löwdin charge in e.
Cartesian coordinates (Å):
C1 -0.517 -0.504 -0.452  -0.026
C2 0.350 0.471 -0.553  -0.172
C3 -1.707 -0.715 -1.245  -0.511
N1 -1.461 -0.180 -2.537  -0.194
O1 -2.696 -1.310 -0.913  0.131
O2 0.164 1.431 -1.495  -0.285
F1 0.779 0.519 -4.085  -0.444
S1 -0.635 0.978 -2.923  1.212
H1 -0.134 -1.205 0.341  0.147
H2 1.255 0.544 0.059  0.142

Density functional theory data (ωB97M-V/def2-TZVPD) for one molecule with the formula C3H2FNOS in a non-equilibrium geometry.

Calculated values
SMILES   Fc1c[nH]c(=S)o1
F_max   0.12832 hartree/bohr
Total charge   0
E_HOMO   -8.5 eV

Last column: Löwdin charge in e.
Cartesian coordinates (Å):
C1 -1.178 0.288 0.168  -0.279
C2 -0.395 -0.576 0.769  -0.022
C3 0.793 0.355 -0.790  -0.947
H1 -0.927 -1.134 1.498  0.132
H2 1.682 -0.865 0.598  0.205
N1 0.800 -0.600 0.058  0.045
O1 -0.485 0.890 -0.931  0.068
F1 -2.355 0.865 0.356  0.150
S1 2.064 0.778 -1.726  0.649

Density functional theory data (ωB97M-V/def2-TZVPD) for a 2-piece molecular cluster, C3H2FO2 overall in a non-equilibrium geometry.

Calculated values
F_max   0.06437 hartree/bohr
Total charge   -1
E_HOMO   -2.7 eV

Last column: Löwdin charge in e.
Cartesian coordinates (Å):
C1 -1.270 1.072 -1.017  -0.107
C2 1.279 -0.403 1.203  -0.224
C3 1.262 -1.643 1.059  -0.473
O1 0.950 -2.793 1.204  -0.088
O2 -2.223 1.516 -1.653  -0.055
F1 1.820 0.649 0.460  -0.174
H1 -1.444 1.033 0.034  0.058
H2 -0.374 0.569 -1.291  0.063

Density functional theory data (ωB97M-V/def2-TZVPD) for C3H2FeO3 as an isolated structure in a non-equilibrium geometry.

Calculated values
F_max   0.12319 hartree/bohr
Total charge   +3
E_HOMO (spin up / spin down)   -26.8 / -27.7 eV
2S+1   6

Last column: Löwdin charge in e.
Cartesian coordinates (Å):
C1 0.273 -1.297 0.573  0.326
C2 1.264 -0.423 0.423  0.245
O1 0.763 0.706 -0.185  0.286
C3 -0.460 0.421 -0.603  -0.401
O2 -0.876 -0.685 -0.049  0.295
O3 -1.183 1.191 -1.226  0.103
H1 0.243 -2.371 0.709  0.226
Fe1 -1.959 2.798 -0.952  1.671
H2 1.935 -0.339 1.310  0.250

Density functional theory data (ωB97M-V/def2-TZVPD) for C3H2GdLi2O3 as an isolated structure in a non-equilibrium geometry.

Calculated values
F_max   0.11098 hartree/bohr
Total charge   +3
E_HOMO (spin up / spin down)   -19.1 / -18.8 eV
2S+1   8

Last column: Löwdin charge in e.
Cartesian coordinates (Å):
C1 0.787 0.295 0.996  -0.258
C2 -0.572 0.210 0.264  -0.183
O1 0.949 1.004 1.992  -0.227
H1 1.562 -0.333 0.557  0.076
H2 -1.389 0.714 0.781  0.133
Li1 2.315 2.347 2.624  0.921
Li2 -0.549 1.747 3.112  0.903
O2 -0.686 -0.396 -0.809  -0.314
C3 -1.193 -1.698 -3.512  -0.112
O3 -1.883 -1.998 -4.290  0.244
Gd1 0.658 -1.892 -1.715  1.817

Density functional theory data (ωB97M-V/def2-TZVPD) for C3H2HgLiO3 as an isolated structure in a non-equilibrium geometry.

Calculated values
F_max   0.03392 hartree/bohr
Total charge   +1
E_HOMO (spin up / spin down)   -12.4 / -12.9 eV
2S+1   3

Last column: Löwdin charge in e.
Cartesian coordinates (Å):
C1 4.096 -0.410 0.885  0.052
C2 2.905 0.026 1.197  -0.245
O1 1.932 0.567 1.581  -0.036
Hg1 -0.490 1.168 1.159  1.055
H1 4.948 0.262 0.988  0.092
H2 4.232 -1.471 0.673  0.084
O2 -1.286 -1.258 -2.488  -0.032
C3 -0.700 -0.580 -1.657  -0.445
Li1 -2.957 -0.137 -1.872  0.838
O3 -1.212 0.226 -0.837  -0.363

Density functional theory data (ωB97M-V/def2-TZVPD) for C3H2I3O2 as an isolated structure in a non-equilibrium geometry.

Calculated values
F_max   0.07588 hartree/bohr
Total charge   -1
E_HOMO   -4.8 eV

Last column: Löwdin charge in e.
Cartesian coordinates (Å):
C1 -0.963 0.623 2.661  -1.007
C2 0.150 0.298 0.206  -0.701
C3 -1.348 0.996 1.197  -1.222
O1 -0.818 -0.558 2.889  -0.084
O2 -0.762 1.626 3.339  -0.125
I1 2.071 1.229 0.550  0.632
I2 -2.797 -0.372 0.482  0.785
I3 -1.635 3.078 0.879  0.742
H1 0.472 -0.642 0.720  -0.016
H2 -0.367 0.348 -0.800  -0.004